Entry 1:
{"formula": "C31H74ClFIN5O10PS", "method": "wB97M-V/def2-TZVPD", "elements": ["O", "C", "H", "C", "H", "I", "H", "H", "H", "H", "H", "C", "H", "C", "O", "H", "H", "H", "C", "H", "H", "H", "C", "N", "H", "H", "C", "C", "C", "H", "C", "C", "H", "H", "P", "C", "H", "H", "H", "H", "Cl", "C", "C", "C", "H", "S", "H", "N", "H", "C", "H", "C", "H", "C", "C", "H", "H", "C", "H", "H", "H", "O", "H", "H", "H", "H", "C", "C", "C", "O", "H", "H", "O", "C", "H", "O", "H", "H", "H", "N", "H", "H", "H", "H", "H", "H", "C", "H", "F", "H", "H", "H", "N", "H", "C", "H", "N", "C", "H", "H", "H", "C", "H", "H", "H", "H", "H", "H", "H", "H", "C", "O", "O", "H", "H", "H", "H", "H", "H", "O", "H", "O", "C", "H", "C"], "coordinates": [[-0.59, 0.52, 6.72], [-0.25, 1.22, 4.36], [7.59, 0.18, -4.93], [1.50, -6.42, 5.96], [4.21, -3.71, -4.58], [-4.38, -0.32, 3.32], [-4.39, 4.19, 1.36], [4.89, -2.62, -3.37], [-1.91, 1.58, 5.66], [2.22, -7.20, 5.73], [5.96, -3.70, -4.31], [-3.69, 6.08, 3.26], [-1.38, 2.68, 1.87], [-2.08, 3.46, 2.17], [-3.83, -2.58, 1.50], [2.82, -1.30, -2.85], [3.26, 3.42, -5.26], [-4.83, 0.30, 0.60], [-0.17, -3.75, 6.79], [1.66, 1.95, -3.33], [-1.69, 6.57, 1.49], [8.98, -1.33, -3.74], [-0.22, -5.29, 4.74], [0.72, -2.98, 4.66], [5.38, -0.56, -3.99], [-0.61, -2.18, -1.44], [-0.83, 1.52, 5.75], [0.95, 1.83, -5.96], [-5.46, -3.19, -1.66], [1.55, 1.48, 3.21], [-4.07, -2.68, -1.63], [-1.64, -0.10, 0.29], [-0.73, 1.93, 3.67], [1.57, 2.36, 4.74], [-3.79, -0.78, -1.36], [5.06, -3.07, -4.35], [-0.28, -0.78, 4.61], [-1.59, -0.23, 3.85], [-4.00, 7.02, 3.72], [-1.61, -3.43, -2.12], [-6.22, -3.77, -0.12], [-0.68, 0.72, -0.57], [0.69, 0.55, 7.32], [-1.57, -1.58, -3.31], [-5.89, -0.97, 0.12], [-3.65, 1.54, -1.21], [-0.79, -4.50, 7.29], [7.83, -1.40, -6.25], [7.41, -2.31, -6.40], [0.27, 2.42, -4.72], [-2.47, 0.35, -3.07], [-3.66, 6.21, 1.74], [-0.75, -0.93, -3.60], [-4.84, -0.73, 0.26], [-4.31, -1.51, 1.40], [-0.91, 0.63, -1.63], [-0.54, -5.28, 3.69], [0.48, 3.94, -4.57], [0.66, -6.86, 6.51], [-4.59, 6.70, 1.44], [1.06, 1.57, 7.43], [0.18, -3.21, -3.08], [-0.92, -5.94, 5.28], [0.16, 1.98, -2.73], [-2.59, 7.28, 0.37], [-0.22, 4.30, -3.81], [-0.97, -2.60, -2.37], [-3.61, 4.87, 1.00], [7.29, -0.86, -5.00], [-6.13, -3.31, -2.63], [-3.44, -3.23, -0.94], [1.63, -3.42, 4.76], [2.08, -3.54, -1.94], [-2.79, -0.68, -2.98], [0.56, -2.94, 3.66], [1.07, -5.87, 4.73], [1.37, -1.08, -3.88], [-3.55, -0.80, -3.75], [0.35, 0.41, -0.42], [-2.55, 7.10, 1.37], [-4.93, 1.92, -1.31], [1.30, -0.74, -2.17], [0.55, 0.83, -6.16], [2.36, 4.73, -6.07], [7.50, -0.83, -7.03], [5.40, -0.13, -5.71], [1.38, -2.81, -2.59], [0.59, 0.09, 8.31], [-5.23, -0.52, -2.22], [1.99, -5.67, 6.59], [-1.61, 4.06, 2.95], [0.24, 4.46, -5.51], [-0.58, -0.12, 3.89], [-3.74, -2.92, -2.64], [2.76, 4.39, -5.11], [1.42, -0.04, 6.75], [0.70, 1.67, -3.54], [-0.28, -3.86, 5.27], [-0.47, 2.50, 6.12], [-2.71, 5.83, 3.67], [-1.27, -3.47, 4.99], [7.92, -1.60, -3.82], [7.88, -2.68, -3.96], [0.86, -3.88, 7.13], [-2.23, 0.55, 0.93], [1.80, 0.60, 4.71], [-4.39, 5.30, 3.58], [-1.78, -2.13, -4.24], [-0.81, 2.27, -4.84], [7.43, -1.35, -2.88], [1.26, 1.43, 4.25], [-2.35, 4.23, 1.01], [1.76, 4.32, -4.12], [3.51, 5.10, -4.77], [2.02, 1.71, -5.81], [0.79, 2.45, -6.84], [-1.03, -0.67, 1.00], [-2.98, 2.98, 2.56], [-3.82, 5.06, -0.06], [-2.40, -1.06, -0.39], [-0.76, 1.78, -0.31], [5.16, -2.09, -5.36], [1.74, -1.40, -2.92], [-0.50, -2.77, 7.12], [5.75, -0.87, -4.98]], "charge": -1, "lumo_energy_ev": 2.03, "molar_mass_g_mol": 921.35, "homo_lumo_gap_ev": 7.7, "energy_ha": -3849.0296}

=====

Entry 2:
{"formula": "C6H8N2O2S", "method": "wB97M-V/def2-TZVPD", "elements": ["H", "N", "C", "S", "O", "C", "C", "H", "N", "C", "C", "H", "H", "H", "H", "O", "H", "H", "C"], "coordinates": [[-2.18, 1.47, -1.25], [-0.92, -1.01, -2.32], [-1.67, 0.72, -0.57], [-0.21, 0.04, -1.42], [-0.31, -1.49, -3.48], [1.89, 0.04, 1.64], [0.50, -0.88, 0.43], [-0.36, -0.64, -3.97], [0.47, 0.14, 1.43], [2.03, -1.00, 0.60], [-1.40, 1.42, 0.73], [-2.02, 2.14, 1.07], [-0.19, -1.65, 0.71], [2.32, -2.02, 0.69], [-2.34, -0.16, -0.45], [2.52, 0.48, 2.51], [-0.24, 1.81, 2.41], [2.54, -0.59, -0.38], [-0.41, 1.18, 1.62]], "charge": 0, "lumo_energy_ev": 0.48, "molar_mass_g_mol": 172.21, "homo_lumo_gap_ev": 8.2, "energy_ha": -891.3960}

=====

Entry 3:
{"formula": "C5H12O3", "method": "wB97M-V/def2-TZVPD", "elements": ["C", "H", "C", "H", "C", "H", "H", "H", "H", "H", "O", "H", "O", "H", "C", "H", "O", "C", "H", "H"], "coordinates": [[-1.04, -1.86, 0.28], [3.12, -0.95, -1.65], [1.13, -1.37, -0.89], [2.68, -0.03, -0.20], [2.29, -0.47, -1.14], [-0.59, 0.55, 0.87], [2.01, 0.40, -1.74], [1.37, 2.49, -0.19], [-2.47, 1.42, -0.16], [-2.90, -2.24, 1.27], [-0.21, 0.38, 0.00], [2.26, 1.39, 0.36], [-2.14, 2.01, 0.52], [1.20, -2.40, -1.20], [-2.24, -1.52, 0.81], [-0.88, -2.93, 0.15], [2.15, 2.35, 0.35], [0.00, -0.98, -0.20], [-2.60, -0.50, 0.84], [-2.36, 1.64, 1.38]], "spin_multiplicity": 2, "charge": -1, "lumo_energy_ev": [3.69, 3.61], "molar_mass_g_mol": 120.15, "homo_lumo_gap_ev": [3.6, 6.6], "energy_ha": -423.3562}

=====

Entry 4:
{"formula": "C15H16AgN5O4", "method": "wB97M-V/def2-TZVPD", "elements": ["N", "C", "H", "H", "H", "H", "O", "H", "C", "Ag", "C", "C", "H", "H", "H", "H", "C", "H", "N", "C", "H", "C", "H", "C", "C", "C", "C", "C", "C", "N", "H", "H", "H", "O", "O", "C", "N", "N", "H", "C", "O"], "coordinates": [[-1.58, 2.75, -0.34], [-3.40, -1.35, -1.73], [-0.50, -1.94, -0.96], [-4.21, -3.74, -2.86], [-4.20, -3.92, -1.07], [4.91, -3.94, 0.70], [-3.38, -0.15, -1.61], [-0.42, 5.10, 1.74], [1.98, -0.33, 0.59], [-0.84, 0.61, -0.96], [5.55, -2.29, 1.93], [-3.09, 4.59, -0.27], [-5.72, -3.65, -1.94], [-4.02, 5.03, -0.61], [3.85, 0.62, 2.27], [-2.37, -3.15, -1.85], [-2.71, 3.34, -0.72], [1.99, -2.36, -0.41], [-1.03, -1.58, -1.75], [4.11, -0.38, 1.94], [-3.33, 2.78, -1.41], [-0.78, 3.36, 0.54], [-0.50, -1.72, -2.60], [-1.09, 4.63, 1.03], [-2.26, 5.25, 0.63], [0.44, 2.68, 0.98], [3.23, -1.01, 1.06], [3.53, -2.31, 0.62], [-4.66, -3.41, -1.92], [0.69, 1.50, 0.58], [-2.52, 6.23, 1.01], [5.93, -0.50, 3.06], [6.45, -2.79, 2.27], [2.74, -2.98, -0.24], [1.19, -0.97, -0.17], [5.26, -1.01, 2.38], [-2.30, -2.15, -1.86], [1.83, 0.92, 1.03], [1.12, 3.20, 1.65], [4.70, -2.94, 1.06], [-4.59, -1.99, -1.78]], "charge": 0, "lumo_energy_ev": 0.00, "molar_mass_g_mol": 438.19, "homo_lumo_gap_ev": 7.4, "energy_ha": -1302.8974}

=====

Entry 5:
{"formula": "C28H56BF10N2O13S", "method": "wB97M-V/def2-TZVPD", "elements": ["H", "C", "H", "H", "H", "H", "H", "H", "H", "H", "O", "O", "C", "H", "C", "H", "C", "F", "H", "H", "C", "C", "H", "C", "H", "H", "C", "F", "C", "O", "H", "H", "O", "H", "F", "C", "H", "C", "H", "H", "H", "H", "C", "N", "C", "C", "H", "O", "H", "H", "H", "O", "O", "H", "H", "H", "H", "H", "B", "H", "C", "F", "O", "H", "H", "N", "H", "H", "H", "H", "H", "F", "C", "O", "C", "O", "H", "H", "F", "H", "C", "C", "C", "C", "F", "C", "F", "H", "C", "S", "H", "H", "O", "F", "C", "C", "H", "H", "O", "H", "C", "H", "C", "H", "F", "O", "H", "C", "H", "H", "H"], "coordinates": [[-0.03, -1.13, 1.55], [-0.30, -0.22, -1.27], [-1.68, 1.45, 1.67], [9.45, 0.50, -0.73], [9.33, 1.62, -2.75], [3.01, -1.40, 3.59], [-6.47, 1.51, 4.46], [-0.61, 3.18, -2.18], [2.79, 2.70, -2.23], [1.19, 2.04, -2.48], [-4.14, -0.62, -4.56], [-6.05, -0.41, 3.88], [2.45, 0.84, -1.25], [-6.53, -1.23, 3.75], [0.87, -2.37, -2.20], [0.57, -5.61, 6.18], [-2.04, 0.81, -2.51], [-0.10, -2.99, 0.40], [-0.70, 2.33, -0.28], [3.52, 0.97, -1.06], [8.64, 1.18, -0.99], [-9.72, -0.65, 0.13], [-2.01, 2.92, -4.47], [-1.72, 5.06, -1.83], [0.58, -1.12, -5.25], [-3.84, 1.58, -3.46], [-7.00, 0.57, 4.30], [2.46, -3.88, -1.60], [8.46, 4.17, 1.97], [3.67, -1.50, 4.28], [-7.76, 0.71, 3.53], [1.57, 2.82, -0.89], [1.90, 0.42, 0.01], [-3.23, 3.86, -3.60], [1.36, -3.87, 2.52], [-3.89, 2.47, -1.61], [5.27, -1.71, 1.49], [-5.28, 0.00, 0.80], [9.27, 3.48, 2.23], [-6.16, -0.37, 0.27], [-10.10, -1.24, -0.72], [2.22, -4.75, 4.81], [2.31, -5.72, 5.31], [-1.27, 0.73, -1.42], [3.11, -1.01, 5.50], [-1.87, -0.16, -3.51], [3.34, -5.86, 5.63], [8.89, 5.10, 0.99], [-9.35, 0.30, -0.24], [7.79, 0.62, -1.36], [-0.64, 4.32, -3.48], [1.48, -5.74, 6.47], [0.15, -0.21, 1.32], [-2.97, -0.37, 1.90], [-2.73, 5.36, -2.09], [7.04, -1.84, 1.55], [-1.99, -0.94, 0.58], [6.14, -2.76, 0.33], [0.63, -0.05, 0.05], [-3.14, 1.90, 0.87], [-4.04, -0.54, 0.07], [-3.03, 1.28, -5.51], [-1.46, -3.19, -4.46], [2.22, -1.60, 5.77], [-8.98, -2.17, 1.08], [-1.40, 1.62, -0.38], [5.54, -0.72, -0.58], [-1.00, 5.87, -1.85], [2.39, 0.10, -2.04], [8.34, 1.73, -0.09], [7.60, 3.60, 1.60], [2.32, -2.03, 1.90], [6.18, -1.82, 0.89], [-8.64, -1.33, 0.77], [-0.94, -1.14, -3.33], [9.08, 2.12, -1.97], [8.16, 4.72, 2.86], [-4.56, 3.21, -2.06], [1.07, -4.74, 0.08], [3.85, -1.11, 6.28], [-3.05, 1.91, -2.78], [-1.27, 3.86, -2.71], [1.18, -3.42, 0.25], [-0.11, -1.20, -2.18], [0.14, -3.49, -2.37], [-2.40, 3.16, -3.48], [3.16, -3.94, 1.36], [-1.76, 4.69, -0.80], [2.04, -3.28, 1.55], [-2.87, -0.18, -4.99], [-7.47, 0.26, 5.24], [2.02, -6.52, 4.63], [-2.30, -0.90, -6.05], [1.67, -2.19, -3.27], [-0.81, -2.18, -4.47], [1.95, 2.23, -1.71], [-5.26, 1.09, 0.80], [-3.98, -0.22, -0.97], [6.31, -0.72, -0.01], [9.15, 4.60, 0.21], [-2.26, 1.26, 0.76], [-5.34, -0.34, 1.84], [1.84, -2.80, -1.06], [2.83, 0.04, 5.40], [2.86, -1.97, -0.81], [0.08, -1.92, -5.45], [-4.14, -1.63, 0.07], [-2.74, -0.20, 0.84], [-10.54, -0.47, 0.84], [-3.29, 3.05, -0.91], [-4.53, 1.75, -1.12]], "charge": 1, "lumo_energy_ev": -4.98, "molar_mass_g_mol": 861.62, "homo_lumo_gap_ev": 6.5, "energy_ha": -3609.4352}

=====

Entry 6:
{"formula": "BrH18O9", "method": "wB97M-V/def2-TZVPD", "elements": ["H", "H", "O", "H", "H", "H", "H", "O", "O", "H", "O", "O", "H", "O", "O", "H", "H", "O", "Br", "H", "H", "H", "O", "H", "H", "H", "H", "H"], "coordinates": [[-3.76, 0.24, 1.45], [3.13, -2.23, -1.21], [-0.81, -2.05, 3.06], [3.43, 1.33, -1.12], [-2.26, 0.37, 1.65], [-0.62, 2.31, 0.67], [-0.24, 3.76, 0.45], [-2.49, -2.21, -1.20], [-0.72, 3.18, 1.04], [2.12, -1.94, -0.12], [2.63, 1.64, -1.55], [3.04, -2.16, -0.26], [-1.71, -1.70, -0.98], [1.93, 1.06, 2.94], [-1.85, 1.79, -2.50], [-0.34, -1.57, 2.38], [-0.14, -2.31, 3.68], [0.11, -1.60, -3.01], [0.15, 0.04, 0.03], [1.26, 1.35, 2.32], [-2.23, -3.12, -1.04], [1.92, 1.28, -1.03], [-3.10, 0.58, 2.06], [0.05, -1.24, -2.12], [2.56, 0.57, 2.41], [-1.15, 2.44, -2.59], [-1.49, 1.14, -1.89], [0.59, -0.94, -3.50]], "spin_multiplicity": 2, "charge": 0, "lumo_energy_ev": [-0.51, -6.61], "molar_mass_g_mol": 242.04, "homo_lumo_gap_ev": [11.0, 4.9], "energy_ha": -3261.8589}

=====

Entry 7:
{"formula": "C5H8O", "method": "wB97M-V/def2-TZVPD", "elements": ["H", "H", "H", "C", "C", "O", "H", "C", "H", "H", "H", "H", "C", "C"], "coordinates": [[0.36, 1.95, 1.02], [-1.23, -1.72, 0.62], [-1.56, 0.96, -0.69], [0.72, -0.86, 0.07], [-1.14, 0.46, 0.19], [0.83, -0.13, 1.31], [2.16, 0.48, -0.65], [-0.78, -1.02, -0.10], [0.76, 0.97, -1.64], [1.35, -1.76, 0.09], [-1.01, -1.37, -1.12], [-1.82, 0.57, 1.03], [1.08, 0.52, -0.68], [0.29, 0.97, 0.54]], "charge": 0, "lumo_energy_ev": 1.15, "molar_mass_g_mol": 84.12, "homo_lumo_gap_ev": 10.8, "energy_ha": -270.4893}

=====

Entry 8:
{"formula": "C4H6N2", "method": "wB97M-V/def2-TZVPD", "elements": ["H", "N", "C", "H", "C", "C", "H", "H", "N", "H", "H", "C"], "coordinates": [[-2.21, -0.74, -0.91], [0.40, -1.09, -0.10], [-1.91, -0.24, 0.02], [3.06, 0.64, -0.12], [-0.41, -0.04, -0.03], [-0.08, 1.28, -0.10], [-2.49, 0.68, 0.12], [-0.45, 1.98, 0.67], [2.05, 0.53, 0.03], [2.41, -1.51, -0.34], [-2.12, -0.89, 0.87], [1.69, -0.71, -0.14]], "charge": 0, "lumo_energy_ev": -0.12, "molar_mass_g_mol": 82.11, "homo_lumo_gap_ev": 8.8, "energy_ha": -265.3978}

=====

Entry 9:
{"formula": "CH2NO4S", "method": "wB97M-V/def2-TZVPD", "elements": ["N", "O", "H", "H", "C", "O", "O", "O", "S"], "coordinates": [[-0.40, 0.35, 0.44], [0.62, 0.15, -0.28], [0.57, 1.95, 1.25], [-1.21, 1.53, 1.86], [-0.40, 1.43, 1.28], [0.77, -2.48, -0.73], [1.25, -1.18, -2.61], [-1.50, -0.34, 0.33], [0.31, -1.41, -1.54]], "charge": -1, "lumo_energy_ev": 4.13, "molar_mass_g_mol": 124.10, "homo_lumo_gap_ev": 8.4, "energy_ha": -793.1410}

=====

Entry 10:
{"formula": "C24H44Cl8N8", "method": "wB97M-V/def2-TZVPD", "elements": ["H", "H", "Cl", "H", "H", "H", "C", "N", "C", "H", "Cl", "H", "C", "H", "N", "Cl", "H", "H", "Cl", "H", "N", "H", "H", "H", "C", "C", "C", "H", "H", "H", "H", "H", "C", "N", "H", "C", "C", "H", "C", "H", "H", "H", "H", "C", "H", "N", "C", "H", "H", "C", "H", "H", "Cl", "H", "N", "H", "C", "C", "H", "N", "C", "C", "Cl", "H", "H", "H", "C", "C", "H", "C", "H", "N", "H", "H", "C", "H", "C", "C", "H", "Cl", "H", "H", "Cl", "C"], "coordinates": [[5.40, -2.46, -2.91], [0.21, 2.91, -2.04], [1.08, -0.02, -5.43], [2.46, -0.95, -2.74], [-2.78, -1.24, 2.37], [2.14, -6.14, -3.93], [-0.03, 2.69, -0.99], [-6.13, -4.04, 1.48], [-4.51, -0.89, 1.12], [1.26, -1.72, -0.65], [3.54, 2.71, -2.18], [-4.12, -0.37, 3.07], [1.27, 4.99, 3.45], [-1.13, -1.67, 0.22], [2.52, 5.61, 1.67], [0.39, -3.94, 0.95], [3.65, 8.13, 1.88], [4.99, 7.00, 1.39], [-0.36, 1.39, 3.63], [4.10, 4.17, 1.93], [-5.35, -2.00, 1.58], [3.29, -6.90, -3.03], [4.94, -5.27, -3.40], [-4.86, -3.30, -0.05], [-5.46, -3.05, 0.81], [-6.77, -3.48, 2.58], [2.72, 3.12, 4.23], [0.65, 2.60, 1.14], [4.38, 8.26, 0.37], [-6.65, -1.37, 3.34], [-5.03, 0.06, 1.03], [-0.91, 3.23, -0.65], [-3.50, -0.44, 2.17], [3.39, -2.72, -2.14], [0.24, -1.95, -3.05], [3.17, 4.59, 2.29], [-6.42, -5.31, 0.84], [3.56, 5.77, -0.19], [-6.30, -2.13, 2.66], [1.85, 2.87, 4.83], [-0.30, 0.69, -3.22], [-4.23, -0.97, 0.07], [1.51, 3.70, 0.04], [-0.67, -2.04, -2.46], [2.60, -1.85, 0.28], [2.38, 4.15, 3.27], [-1.03, -0.81, -0.43], [-5.53, -5.94, 0.85], [1.68, -6.48, -2.24], [2.49, -6.17, -2.90], [-7.48, -3.93, 3.25], [-2.95, 0.47, 1.93], [-0.77, 3.47, -4.75], [3.92, -0.86, -1.63], [-1.03, -0.81, -1.81], [0.54, 4.79, 4.21], [2.25, -1.26, -0.58], [1.37, 5.87, 2.39], [-0.54, 0.87, 1.03], [3.08, -4.86, -2.60], [-0.79, 0.48, 0.05], [4.59, -3.14, -2.68], [-0.52, -4.53, -4.55], [1.43, -3.81, -1.85], [-6.52, -5.19, -0.24], [2.01, -0.25, -0.26], [2.47, -3.78, -2.14], [3.09, 6.38, 0.57], [-7.25, -5.79, 1.35], [-0.68, 0.48, -2.23], [-1.44, -2.34, -3.17], [-0.51, 1.32, -1.15], [3.24, 2.24, 3.84], [-0.58, -2.81, -1.69], [3.00, -1.38, -1.90], [0.69, 6.68, 2.15], [4.07, 7.51, 1.10], [4.32, -4.55, -2.89], [2.36, 6.79, -0.13], [-4.40, -2.77, -2.91], [3.33, 3.58, 5.01], [1.89, 2.00, 0.04], [-3.05, 3.38, 1.19], [1.07, 2.71, 0.14]], "spin_multiplicity": 2, "charge": -5, "lumo_energy_ev": [6.84, 6.84], "molar_mass_g_mol": 728.30, "homo_lumo_gap_ev": [0.8, 2.4], "energy_ha": -5059.9534}